(a)
{
  "formula": "C2H10N4",
  "method": "ωB97M-V with the def2-TZVPD basis set",
  "species": ["H", "N", "C", "N", "N", "H", "H", "H", "H", "C", "N", "H", "H", "H", "H", "H"],
  "xyz": [[-0.06115, -1.76231, -1.29836], [-0.16673, -0.76382, -1.14584], [-0.89817, -0.47132, -0.11560], [-1.35900, 0.81892, 0.05977], [-2.75266, 1.06376, 0.15730], [-1.43561, -1.21596, 0.48582], [-0.91523, 1.50363, -0.54054], [-3.27595, 0.48563, -0.50027], [-3.06313, 0.84204, 1.09939], [2.39506, -0.19929, -0.13619], [1.75040, 0.05472, 1.11137], [1.50182, -0.51371, -0.91001], [3.03496, -1.07754, -0.06873], [2.97366, 0.66036, -0.46975], [1.45484, 1.02680, 1.15777], [0.81688, -0.45189, 1.11389]],
  "smiles": "[H]/N=C/NN.CN",
  "homo_energy_ha": -0.310,
  "homo_lumo_gap_ha": 0.343
}

=====

(b)
{
  "formula": "C2H10N4",
  "method": "ωB97M-V with the def2-TZVPD basis set",
  "species": ["H", "N", "C", "N", "H", "H", "H", "N", "C", "N", "H", "H", "H", "H", "H", "H"],
  "xyz": [[0.01257, -2.50897, -3.03858], [0.12224, -1.53352, -2.77274], [-0.81161, -0.88208, -3.32826], [-0.78719, 0.50071, -3.47405], [-1.64442, -1.35757, -3.86305], [-1.70897, 0.92539, -3.41086], [-0.21292, 0.91620, -2.74389], [1.25276, 1.24586, 1.67688], [0.90288, 0.49871, 2.87749], [-0.30830, -0.31188, 2.70482], [0.41680, 1.65959, 1.27999], [1.60714, 0.59668, 0.98437], [0.85359, 1.23585, 3.68372], [1.74361, -0.15358, 3.09684], [-1.10602, 0.25662, 2.97077], [-0.33212, -1.08803, 3.35654]],
  "smiles": "[H]/N=C/N.NCN",
  "homo_energy_ha": -0.347,
  "homo_lumo_gap_ha": 0.383
}

=====

(c)
{
  "formula": "C2H10N4",
  "method": "ωB97M-V with the def2-TZVPD basis set",
  "species": ["H", "N", "C", "N", "H", "H", "H", "N", "C", "N", "H", "H", "H", "H", "H", "H"],
  "xyz": [[-2.15921, -1.17709, 1.92271], [-1.34231, -0.63434, 2.21234], [-0.33564, -1.37530, 2.38167], [0.85762, -0.83637, 2.94525], [-0.28916, -2.37393, 1.94073], [0.70485, -0.56960, 3.91225], [1.07348, 0.05048, 2.50035], [0.42370, 0.91611, -3.19362], [0.27699, 1.35726, -1.81358], [-0.33369, 0.42354, -0.85489], [-0.29634, 0.23944, -3.41723], [1.27912, 0.37763, -3.30048], [1.27239, 1.56086, -1.43469], [-0.22546, 2.31947, -1.71418], [-1.20417, 0.09097, -1.25743], [0.29783, -0.36912, -0.82919]],
  "smiles": "[H]/N=C/N.NCN",
  "homo_energy_ha": -0.338,
  "homo_lumo_gap_ha": 0.373
}

=====

(d)
{
  "formula": "C2H10N4",
  "method": "ωB97M-V with the def2-TZVPD basis set",
  "species": ["C", "C", "N", "N", "N", "N", "H", "H", "H", "H", "H", "H", "H", "H", "H", "H"],
  "xyz": [[-0.52170, 0.04513, 1.22463], [0.29765, 0.18118, -1.71712], [0.29872, -0.38314, -0.39473], [1.25717, -1.41154, -0.17339], [0.24138, 1.16519, 1.49229], [-1.89409, 0.16893, 1.29855], [-0.11386, -0.88017, 1.62791], [1.10973, -2.15398, -0.85913], [2.20850, -1.06964, -0.33767], [-2.40677, -0.66742, 1.06470], [-0.16835, 2.03818, 1.17954], [1.10963, 0.96623, 0.92496], [-2.29477, 1.01527, 0.91838], [1.27533, 0.61770, -1.99719], [0.06924, -0.59013, -2.46961], [-0.46781, 0.95821, -1.78213]],
  "homo_energy_ha": -0.264,
  "homo_lumo_gap_ha": 0.297
}

=====

Relative calculated energies, zero for the most stable structure, unit kJ/mol: (a) 192.6; (b) 0.0; (c) 57.0; (d) 225.1.

=====

(a)
{
  "formula": "C2H7NOSi",
  "method": "ωB97M-V with the def2-TZVPD basis set",
  "species": ["C", "N", "C", "O", "H", "H", "H", "Si", "H", "H", "H", "H"],
  "xyz": [[1.75547, 0.96209, -0.42821], [0.60311, 0.86305, -1.20531], [0.36856, 0.47790, -2.31728], [-0.16890, 0.30294, -3.32953], [1.63563, 0.67893, 0.61670], [2.63429, 0.45779, -0.73866], [2.12651, 1.93535, -0.23941], [-1.77467, -1.18234, 1.54287], [-1.59048, -1.97627, 2.92574], [-3.10789, -1.46945, 0.76556], [-1.81212, 0.33078, 1.77422], [-0.66951, -1.38077, 0.63332]],
  "smiles": "CN=C=O.[SiH4]",
  "homo_energy_ha": -0.379,
  "homo_lumo_gap_ha": 0.399
}

=====

(b)
{
  "formula": "C2H7NOSi",
  "method": "ωB97M-V with the def2-TZVPD basis set",
  "species": ["C", "C", "O", "Si", "N", "H", "H", "H", "H", "H", "H", "H"],
  "xyz": [[1.96988, 0.30579, 1.90610], [0.70210, 0.34724, 1.53679], [0.33338, 0.10862, 0.27820], [-1.22697, 0.39490, -0.43015], [-1.36927, -0.37839, -1.97471], [2.19017, 0.49099, 2.94917], [2.69100, 0.32870, 1.13086], [-0.02031, 0.26111, 2.38287], [-2.10658, -0.26473, 0.55776], [-1.33758, 1.83416, -0.69858], [-1.40917, 0.09512, -2.79555], [-1.00182, -1.39578, -2.21307]],
  "smiles": "C=CO[SiH2]N",
  "homo_energy_ha": -0.325,
  "homo_lumo_gap_ha": 0.357
}

=====

(c)
{
  "formula": "C2H7NOSi",
  "method": "ωB97M-V with the def2-TZVPD basis set",
  "species": ["C", "C", "N", "O", "Si", "H", "H", "H", "H", "H", "H", "H"],
  "xyz": [[2.51800, -0.23533, 0.17951], [0.94025, 0.44023, -0.46567], [-0.07306, -0.16443, -0.18016], [-1.30362, 0.22189, -0.70745], [-2.59596, -0.14086, 0.20689], [2.94520, -0.76665, -0.58155], [3.07982, 0.57833, 0.59194], [2.11761, -1.00201, 0.92820], [0.89640, 1.42153, -0.91370], [-3.44866, 0.18590, -0.89718], [-1.98790, -1.39646, 0.65185], [-3.08811, 0.85787, 1.18731]],
  "smiles": "C/C=N/O[SiH3]",
  "homo_energy_ha": -0.351,
  "homo_lumo_gap_ha": 0.388
}

=====

Relative calculated energies, zero for the most stable structure, unit kJ/mol: (a) 202.4; (b) 0.0; (c) 360.5.

=====

(a)
{
  "formula": "C20H60O10",
  "method": "ωB97M-V with the def2-TZVPD basis set",
  "species": ["C", "C", "O", "H", "H", "H", "H", "H", "H", "C", "C", "O", "H", "H", "H", "H", "H", "H", "C", "C", "O", "H", "H", "H", "H", "H", "H", "C", "C", "O", "H", "H", "H", "H", "H", "H", "C", "C", "O", "H", "H", "H", "H", "H", "H", "C", "C", "O", "H", "H", "H", "H", "H", "H", "C", "C", "O", "H", "H", "H", "H", "H", "H", "C", "C", "O", "H", "H", "H", "H", "H", "H", "C", "C", "O", "H", "H", "H", "H", "H", "H", "C", "C", "O", "H", "H", "H", "H", "H", "H"],
  "xyz": [[6.84254, -30.18210, -22.40196], [5.32871, -30.33885, -22.54845], [4.94340, -31.73206, -22.70866], [7.34231, -30.86070, -23.09321], [7.07445, -30.47016, -21.37661], [7.07591, -29.12366, -22.51748], [4.96056, -29.88241, -23.46727], [4.79829, -30.06385, -21.63678], [4.67155, -31.75761, -23.62902], [-1.21530, -27.03072, -18.36449], [-1.20072, -27.69382, -19.75713], [-2.50597, -27.53688, -20.24990], [-0.31390, -27.06845, -17.75282], [-2.06034, -27.41514, -17.79333], [-1.25865, -25.94850, -18.48701], [-0.89283, -28.71173, -19.51804], [-0.40805, -27.25185, -20.36082], [-2.53896, -26.73713, -20.77991], [9.63735, -31.11026, -28.73341], [10.64107, -30.55716, -29.71771], [11.74984, -31.50647, -29.89779], [9.40040, -32.16948, -28.83346], [8.70824, -30.55275, -28.85190], [10.08896, -31.12220, -27.74144], [11.00637, -29.54435, -29.54776], [10.17185, -30.39893, -30.68874], [12.03997, -31.78896, -29.02738], [-3.94961, -21.59843, -26.42015], [-3.22266, -22.74717, -25.70202], [-4.09406, -23.61425, -25.12453], [-4.44040, -21.93726, -27.33251], [-3.21774, -20.89261, -26.81295], [-4.72118, -21.05633, -25.87343], [-2.44688, -22.45001, -24.99636], [-2.81717, -23.46432, -26.41574], [-4.70205, -23.90587, -25.80783], [7.54532, -34.16877, -34.97722], [6.03289, -33.87478, -34.87171], [5.40574, -34.66375, -35.85841], [7.88505, -34.41573, -35.98304], [7.80774, -35.01012, -34.33585], [8.13088, -33.33003, -34.60074], [5.79599, -32.82373, -35.03682], [5.63928, -34.02131, -33.86587], [4.58637, -34.34948, -36.24761], [0.00727, -30.23207, -25.98439], [0.35355, -31.19815, -27.08017], [1.74144, -31.14430, -27.25008], [0.36206, -30.67378, -25.05320], [-1.02565, -29.88443, -25.96703], [0.58320, -29.31292, -26.09195], [-0.12524, -30.71391, -27.93127], [0.03237, -32.23454, -26.97595], [1.91511, -31.09900, -28.19315], [-9.14568, -30.09641, -25.09992], [-10.31812, -29.10795, -24.93336], [-10.49875, -28.43873, -26.11309], [-8.18959, -29.57663, -25.16177], [-9.36136, -30.73946, -25.95319], [-9.16809, -30.78558, -24.25573], [-10.05225, -28.29519, -24.25747], [-11.15974, -29.63071, -24.47894], [-11.37147, -28.05963, -25.98567], [2.99737, -39.36865, -27.86169], [3.96952, -38.17042, -28.03224], [5.05945, -38.45041, -27.21730], [3.50299, -40.21043, -28.33482], [2.16584, -39.31478, -28.56436], [2.72266, -39.53116, -26.81947], [3.48660, -37.26819, -27.65690], [4.13910, -38.01912, -29.09829], [5.36512, -39.31108, -27.51298], [-4.82388, -26.46237, -31.67108], [-5.49310, -27.32798, -30.53406], [-6.14271, -26.39103, -29.69450], [-4.89999, -26.84406, -32.68923], [-3.77824, -26.57606, -31.38509], [-5.06764, -25.40696, -31.79266], [-4.63875, -27.76301, -30.01548], [-6.11597, -28.16118, -30.85951], [-7.02632, -26.71649, -29.50765], [0.60929, -30.49825, -34.44538], [1.28794, -29.13987, -34.36692], [1.56899, -28.85667, -32.97737], [0.05323, -30.58966, -33.51235], [1.33013, -31.27991, -34.68509], [-0.11795, -30.37273, -35.24755], [0.67760, -28.37699, -34.85025], [2.19562, -29.15614, -34.97020], [1.55814, -27.89673, -32.97651]],
  "smiles": "CCO.CCO.CCO.CCO.CCO.CCO.CCO.CCO.CCO.CCO",
  "homo_energy_ha": -0.364,
  "homo_lumo_gap_ha": 0.376
}

=====

(b)
{
  "formula": "C20H60O10",
  "method": "ωB97M-V with the def2-TZVPD basis set",
  "species": ["C", "C", "O", "H", "H", "H", "H", "H", "H", "C", "C", "O", "H", "H", "H", "H", "H", "H", "C", "C", "O", "H", "H", "H", "H", "H", "H", "C", "C", "O", "H", "H", "H", "H", "H", "H", "C", "C", "O", "H", "H", "H", "H", "H", "H", "C", "C", "O", "H", "H", "H", "H", "H", "H", "C", "C", "O", "H", "H", "H", "H", "H", "H", "C", "C", "O", "H", "H", "H", "H", "H", "H", "C", "C", "O", "H", "H", "H", "H", "H", "H", "C", "C", "O", "H", "H", "H", "H", "H", "H"],
  "xyz": [[0.56163, -1.32356, -3.02774], [0.82295, -0.05775, -3.83671], [0.94756, -0.49323, -5.20074], [0.29455, -1.13466, -1.99128], [1.47219, -1.92477, -3.05485], [-0.22226, -1.91754, -3.49277], [1.81648, 0.35218, -3.62462], [0.05609, 0.70639, -3.69670], [0.52874, 0.11100, -5.81728], [-0.71081, 0.30944, -0.00059], [0.67193, 0.19105, 0.60883], [1.08052, 1.39151, 1.23255], [-1.06827, -0.62177, -0.43834], [-0.65856, 1.07641, -0.78086], [-1.46840, 0.64164, 0.71063], [1.37906, -0.23190, -0.11208], [0.61119, -0.61138, 1.36093], [2.04648, 1.41968, 1.11414], [0.70314, -3.64251, 1.86150], [1.18870, -4.31670, 0.58535], [1.21012, -3.41065, -0.51424], [0.84977, -4.30085, 2.72001], [-0.32820, -3.29778, 1.82763], [1.36305, -2.78576, 2.02382], [0.53531, -5.17155, 0.37867], [2.21442, -4.67210, 0.69042], [0.40906, -3.51905, -1.05095], [-0.73556, -5.33067, -3.08119], [-1.82618, -4.79900, -2.19995], [-1.42932, -3.50457, -1.69343], [-0.96258, -6.33882, -3.42907], [0.24218, -5.39576, -2.59738], [-0.58890, -4.68002, -3.94492], [-2.05318, -5.44612, -1.34790], [-2.75176, -4.64431, -2.76240], [-2.02990, -3.26626, -0.98055], [4.04732, 1.19374, 2.98786], [4.77494, 1.62090, 1.72976], [3.79490, 1.90162, 0.72425], [3.38754, 0.35283, 2.75822], [3.39399, 1.97894, 3.36851], [4.75097, 0.85548, 3.74582], [5.40686, 0.79421, 1.39254], [5.38560, 2.51139, 1.89056], [4.18934, 2.29013, -0.06019], [-4.39243, 1.02963, 0.77663], [-5.16776, 1.42183, 2.00377], [-5.43574, 2.84625, 1.95244], [-4.03424, 0.00449, 0.83777], [-3.52568, 1.68519, 0.66493], [-5.00694, 1.26036, -0.09685], [-4.57241, 1.22696, 2.90526], [-6.13288, 0.91562, 2.10945], [-5.94822, 2.98547, 2.75667], [-2.67675, 2.79426, 4.61687], [-1.72951, 2.84832, 3.42928], [-0.83060, 1.75071, 3.44941], [-3.36940, 3.63409, 4.53277], [-2.09601, 3.00609, 5.52135], [-3.21041, 1.86055, 4.76986], [-1.16167, 3.78152, 3.42760], [-2.37238, 2.76635, 2.54314], [-0.29464, 1.76323, 2.64504], [5.47653, -1.10579, -1.52974], [4.11566, -1.55263, -1.03339], [4.09839, -2.97813, -1.10849], [6.26708, -1.45448, -0.86577], [5.52123, -0.01317, -1.56112], [5.65660, -1.47880, -2.53627], [3.32972, -1.12314, -1.66607], [3.92910, -1.24103, 0.00124], [3.22622, -3.25546, -0.79711], [-2.98083, -0.42602, -3.33195], [-4.45713, -0.07454, -3.28423], [-5.07311, -0.32036, -4.54457], [-2.84873, -1.49765, -3.47528], [-2.56671, -0.17575, -2.35098], [-2.42659, 0.17068, -4.05412], [-4.55150, 0.99594, -3.07190], [-4.90992, -0.65529, -2.47460], [-5.99265, -0.04919, -4.47557], [1.32880, 4.61799, 1.20547], [1.82347, 5.18173, 2.52575], [1.08299, 6.36561, 2.82788], [1.29247, 5.42071, 0.46253], [0.28990, 4.29181, 1.28393], [1.94669, 3.83966, 0.76387], [2.87705, 5.44944, 2.41331], [1.76069, 4.46304, 3.34569], [0.43956, 6.16439, 3.51081]],
  "smiles": "CCO.CCO.CCO.CCO.CCO.CCO.CCO.CCO.CCO.CCO",
  "homo_energy_ha": -0.360,
  "homo_lumo_gap_ha": 0.371
}

=====

Relative calculated energies, zero for the most stable structure, unit kJ/mol: (a) 402.7; (b) 0.0.

=====

(a)
{
  "formula": "C5H9IN",
  "method": "ωB97M-V with the def2-TZVPD basis set",
  "species": ["C", "C", "N", "C", "C", "C", "I", "H", "H", "H", "H", "H", "H", "H", "H", "H"],
  "xyz": [[-1.71266, -0.95922, 1.43370], [-0.34375, -0.36882, 1.18346], [0.22638, -1.11948, 0.15878], [0.81645, -1.14570, -0.90095], [1.50893, -0.71973, -2.27534], [1.39818, 0.87368, -2.12309], [0.12164, -1.61447, -3.90762], [-1.69830, -2.06458, 1.75583], [-2.38346, -0.98663, 0.53260], [-2.33150, -0.33997, 2.13279], [0.37266, -0.38662, 2.00273], [-0.49839, 0.67753, 0.69865], [2.54015, -1.04845, -2.65049], [1.29619, 0.85400, -1.08214], [0.52566, 1.12958, -2.68005], [2.41515, 1.46582, -2.29102]],
  "smiles": "CC[N+]#C[C@H](C)I",
  "charge": 1,
  "homo_energy_ha": -0.508,
  "homo_lumo_gap_ha": 0.322
}

=====

(b)
{
  "formula": "C5H9IN",
  "method": "ωB97M-V with the def2-TZVPD basis set",
  "species": ["I", "C", "N", "C", "C", "C", "C", "H", "H", "H", "H", "H", "H", "H", "H", "H"],
  "xyz": [[-1.56132, 0.85734, 2.95280], [-1.61592, 0.45423, 0.85070], [-0.06392, 0.85125, 0.02903], [-0.24753, 0.45132, -1.33680], [0.48642, -0.64200, -1.58832], [1.24964, -1.14351, -0.34858], [1.05627, 0.08383, 0.60474], [-2.30003, 0.95729, 0.23115], [-1.94194, -0.56069, 0.82997], [-0.10577, 1.88181, 0.09891], [-1.10914, 0.86776, -1.77033], [0.47202, -1.35753, -2.41643], [0.66538, -1.96096, -0.04991], [2.30259, -1.29768, -0.33154], [0.74891, -0.01567, 1.64098], [1.96435, 0.57321, 0.60364]],
  "smiles": "IC[N@@H+]1C=CCC1",
  "charge": 1,
  "homo_energy_ha": -0.512,
  "homo_lumo_gap_ha": 0.363
}

=====

(c)
{
  "formula": "C5H9IN",
  "method": "ωB97M-V with the def2-TZVPD basis set",
  "species": ["I", "C", "C", "C", "C", "C", "N", "H", "H", "H", "H", "H", "H", "H", "H", "H"],
  "xyz": [[3.52165, -0.03518, 0.10454], [1.40896, -0.08042, -0.31363], [0.69868, -1.35246, -0.81968], [0.45703, -0.93371, 0.68029], [-0.69378, -0.09432, 1.02566], [-0.78104, 0.93617, -0.00788], [0.66154, 1.17130, -0.60942], [1.22676, -2.25401, -1.04611], [-0.25485, -1.33717, -1.41266], [0.96810, -1.58869, 1.29269], [-0.60085, 0.32670, 2.02960], [-1.58027, -0.67175, 1.19369], [-1.39838, 0.48671, -0.75421], [-0.96341, 2.04338, 0.38780], [0.45002, 1.39766, -1.58347], [1.11038, 2.01501, -0.32753]],
  "smiles": "I[C@@]12C[C@@H]1CC[NH2+]2",
  "charge": 1,
  "homo_energy_ha": -0.491,
  "homo_lumo_gap_ha": 0.358
}

=====

Relative calculated energies, zero for the most stable structure, unit kJ/mol: (a) 145.2; (b) 27.2; (c) 0.0.